Molecular formula: C8H8
Method: DFT, ωB97M-V with the def2-TZVPD basis set

Last column: Mulliken charge in e.
Atoms and positions in Å:
C -1.979 0.631 0.139  0.01
C -1.966 -0.791 0.064  -0.51
C -0.742 -1.500 -0.127  -0.35
C 0.347 -0.853 0.008  0.05
C 0.201 0.543 -0.168  0.56
C -0.853 1.429 -0.050  -0.72
C 1.669 0.865 -0.107  -0.41
C 1.933 -0.700 0.164  -0.73
H -3.071 1.122 0.273  0.20
H -2.936 -1.295 -0.314  0.24
H -0.581 -2.584 -0.285  0.33
H -0.831 2.562 0.062  0.30
H 1.876 1.524 0.848  0.16
H 2.028 1.545 -0.985  0.30
H 2.429 -1.329 -0.551  0.28
H 2.474 -1.168 1.029  0.28

As for the energy above the lowest of the compared OMol25 structures with the same formula, charge and spin: 286.1 kJ/mol. As for the multiplicity: 1. The orbital gap is 9.623 eV. For the total energy, the calculation gives -8422.055 eV. Its SMILES is c1ccc2c(c1)CC2. The maximum force comes out at 8.02 eV/Å. The molecular weight is 104.2 u.

Molecular formula: C8H8AlCl2GaN2O3
Method: DFT, ωB97M-V with the def2-TZVPD basis set

Last column: Mulliken charge in e.
Atoms and positions in Å:
Al -5.216 0.045 -1.917  0.87
Ga -1.006 -0.975 0.744  0.69
Cl -4.160 0.877 -3.452  0.21
Cl -1.202 -2.679 -0.705  -0.07
C 1.101 -3.319 0.650  0.15
C -4.375 -0.289 -0.024  0.56
C -5.572 -2.327 -2.466  0.33
O 1.343 -4.132 -0.126  -0.13
O -4.173 -0.105 1.078  0.02
O -6.027 -3.400 -2.827  0.01
C 3.623 1.891 2.276  -1.03
C 2.552 1.245 1.416  0.52
C 2.194 1.485 0.125  -0.58
C 1.135 0.692 -0.200  0.82
N 0.804 -0.075 0.870  0.26
N 1.707 0.273 1.865  -0.08
C 0.403 0.636 -1.468  -1.45
H 4.623 1.739 1.827  0.36
H 3.464 2.986 2.325  0.36
H 3.634 1.496 3.298  0.35
H 2.690 2.230 -0.564  0.43
H 1.780 -0.143 2.774  0.26
H -0.368 1.417 -1.541  0.33
H 1.113 0.756 -2.301  0.38
H -0.068 -0.326 -1.658  0.43

Its net charge is +4. As for the energy above the lowest of the compared OMol25 structures with the same formula, charge and spin: 289.3 kJ/mol. As for the multiplicity: 1. The orbital gap (alpha / beta) is 4.492 / 4.483 eV. For the total energy, the calculation gives -101515.609 eV. The maximum force comes out at 10.92 eV/Å. The molecular weight is 347.8 u.

Molecular formula: C8H8AlCl2HoN2O3Se
Method: DFT, ωB97M-V with the def2-TZVPD basis set

Last column: Mulliken spin population.
Atoms and positions in Å:
Ho -0.789 -0.209 -4.364  4.04
Al 0.161 0.132 -1.317  -0.02
Cl -1.736 -2.210 -3.290  -0.02
Cl -0.995 1.780 -2.559  -0.01
C 1.364 1.618 -0.479  0.00
C 0.209 -1.956 -5.566  0.00
C 0.306 1.112 -6.119  -0.01
O 1.751 2.680 -0.202  0.00
O 0.562 -2.891 -6.151  0.00
O 0.758 1.719 -6.993  0.00
C 2.329 -0.230 1.829  0.00
N 0.974 0.022 2.258  0.00
C 0.617 0.720 3.408  0.01
C -0.747 0.665 3.495  0.01
N -1.184 -0.087 2.405  0.00
C -2.563 -0.403 2.126  0.00
C -0.116 -0.577 1.704  0.00
Se -0.094 -1.733 0.219  0.01
H 2.285 -0.871 0.948  0.00
H 2.861 -0.778 2.617  0.00
H 2.848 0.701 1.589  0.00
H 1.359 1.173 4.063  0.00
H -1.436 1.081 4.230  0.00
H -3.003 -0.968 2.957  0.00
H -3.144 0.515 1.975  0.00
H -2.578 -1.005 1.219  0.00

Its net charge is +4. As for the energy above the lowest of the compared OMol25 structures with the same formula, charge and spin: 0.0 kJ/mol. As for the multiplicity: 5. The orbital gap (alpha / beta) is 4.841 / 4.808 eV. For the total energy, the calculation gives -140289.840 eV. The maximum force comes out at 7.61 eV/Å. The molecular weight is 521.9 u. As for the expectation value of S²: 6.006.

Molecular formula: C8H8AlF12O13S4
Method: DFT, ωB97M-V with the def2-TZVPD basis set

Last column: Mulliken charge in e.
Atoms and positions in Å:
Al -1.908 -1.249 0.625  0.99
C 0.987 -3.804 -7.049  0.61
F 2.232 -3.506 -6.749  -0.19
F 0.781 -3.667 -8.425  -0.21
F 0.785 -5.054 -6.636  -0.20
S -0.294 -2.618 -6.165  1.13
O -0.104 -2.646 -4.706  -0.52
O 0.003 -1.261 -6.684  -0.50
O -1.652 -3.131 -6.429  -0.52
C -6.852 2.756 -4.948  0.62
F -7.252 3.881 -5.605  -0.21
F -7.629 2.537 -3.892  -0.21
F -6.958 1.703 -5.779  -0.21
S -5.062 3.033 -4.363  1.13
O -4.229 2.994 -5.574  -0.51
O -5.107 4.363 -3.721  -0.53
O -4.760 1.941 -3.408  -0.53
C -3.646 -4.993 7.353  0.63
F -4.794 -4.689 7.890  -0.21
F -2.721 -5.006 8.314  -0.22
F -3.753 -6.150 6.776  -0.20
S -3.156 -3.634 6.049  1.12
O -2.670 -2.451 6.768  -0.61
O -2.110 -4.199 5.210  -0.62
O -4.274 -3.416 5.126  -0.62
C 2.824 5.399 -2.105  0.61
F 3.443 5.254 -0.885  -0.22
F 1.860 6.277 -1.988  -0.19
F 3.735 5.900 -2.961  -0.20
S 2.204 3.635 -2.622  1.14
O 1.095 3.160 -1.720  -0.52
O 1.791 3.795 -4.013  -0.52
O 3.360 2.705 -2.519  -0.52
C 4.942 0.880 4.123  -0.60
C 4.761 -0.522 4.718  -0.53
C 3.262 -0.694 4.773  -0.42
O 2.757 0.025 3.596  -0.38
C 3.703 1.007 3.208  -0.42
H 5.878 1.090 3.604  0.36
H 4.848 1.562 4.968  0.25
H 5.111 -0.616 5.746  0.31
H 5.245 -1.321 4.158  0.28
H 2.884 -0.268 5.703  0.28
H 2.972 -1.742 4.705  0.28
H 3.386 2.047 3.298  0.28
H 4.081 0.691 2.236  0.31

Its net charge is -1. As for the energy above the lowest of the compared OMol25 structures with the same formula, charge and spin: 625.9 kJ/mol. As for the multiplicity: 1. The orbital gap is 1.210 eV. For the total energy, the calculation gives -117581.072 eV. The maximum force comes out at 3.01 eV/Å. The molecular weight is 695.4 u.

Molecular formula: C8H8AsCsF6N6O6
Method: DFT, ωB97M-V with the def2-TZVPD basis set

Last column: Mulliken spin population.
Atoms and positions in Å:
Cs 0.981 2.057 -1.262  0.00
N 1.055 -0.459 1.543  0.00
N 2.098 -0.179 2.425  0.00
C 3.099 0.683 2.202  0.00
N 3.949 0.903 3.219  0.00
N 3.138 1.228 0.987  0.00
N 4.152 2.065 0.666  0.00
O 5.142 2.239 1.387  0.00
O 4.029 2.634 -0.405  0.00
H 1.423 -0.815 0.670  0.00
H 0.513 0.402 1.371  0.00
H 1.993 -0.569 3.345  0.00
H 3.802 0.463 4.107  0.00
H 4.758 1.472 3.026  0.00
O -5.855 -2.678 2.192  0.00
C -5.651 -3.220 1.189  0.00
O -5.471 -3.793 0.197  0.00
C -3.852 -0.902 0.084  0.94
C -3.088 -1.520 -0.867  -0.05
C -1.811 -0.983 -1.034  0.05
N -1.355 0.039 -0.313  -0.02
C -2.142 0.598 0.602  0.04
C -3.454 0.159 0.836  -0.05
C -1.600 1.784 1.431  0.01
O -2.433 2.409 2.091  0.00
O -0.356 1.988 1.347  0.01
H -3.421 -2.357 -1.465  0.03
H -1.142 -1.388 -1.785  0.01
H -4.046 0.674 1.580  0.03
F 1.256 -0.879 -2.587  0.00
As 0.795 -0.439 -4.225  0.00
F 2.005 0.825 -4.163  0.00
F 1.941 -1.555 -4.866  0.00
F 0.326 0.064 -5.807  0.00
F -0.435 -1.656 -4.197  0.00
F -0.344 0.706 -3.522  0.00

Its net charge is -1. As for the energy above the lowest of the compared OMol25 structures with the same formula, charge and spin: 0.0 kJ/mol. As for the multiplicity: 2. The orbital gap (alpha / beta) is 8.004 / 7.853 eV. For the total energy, the calculation gives -107346.739 eV. The maximum force comes out at 0.30 eV/Å. The molecular weight is 606.0 u. As for the expectation value of S²: 0.758.

Molecular formula: C8H8Br2N2O
Method: DFT, ωB97M-V with the def2-TZVPD basis set

Last column: Mulliken charge in e.
Atoms and positions in Å:
C 1.211 0.582 -0.894  -0.54
C -0.712 -1.968 1.017  -0.57
C -0.928 -3.094 0.368  -0.52
C 1.634 -0.523 -1.763  -0.20
C 0.484 0.185 0.155  0.40
C 0.547 -1.252 0.647  0.36
C 0.175 -3.431 -0.512  0.11
C -0.469 2.314 0.578  -0.86
N 1.577 -1.780 -1.512  -0.78
N 1.235 -2.216 -0.276  0.19
O -0.047 0.948 1.083  -0.42
Br 1.078 -5.205 0.077  -0.15
Br -0.285 -3.560 -2.345  -0.02
H 1.333 1.555 -1.298  0.37
H -1.407 -1.328 1.502  0.48
H -1.808 -3.704 0.454  0.48
H 2.025 -0.189 -2.718  0.39
H 1.125 -1.117 1.547  0.27
H -1.146 2.709 1.246  0.29
H -1.068 2.076 -0.367  0.36
H 0.386 2.839 0.364  0.34

As for the energy above the lowest of the compared OMol25 structures with the same formula, charge and spin: 53.4 kJ/mol. As for the multiplicity: 1. The orbital gap is 8.566 eV. For the total energy, the calculation gives -153534.441 eV. The maximum force comes out at 5.27 eV/Å. The molecular weight is 308.0 u.

Molecular formula: C8H8BrFO2S
Method: DFT, ωB97M-V with the def2-TZVPD basis set

Last column: Mulliken charge in e.
Atoms and positions in Å:
F -0.695 1.577 -2.434  -0.31
C 0.290 1.504 -1.503  -0.54
C -0.068 0.510 -0.378  1.49
C 1.019 -0.547 -0.289  -0.39
S 0.427 -2.262 -0.364  -0.09
C 2.119 -2.704 -0.235  -0.34
C 3.054 -1.782 -0.195  -0.43
C 2.364 -0.537 -0.163  0.05
Br 3.195 1.130 0.042  -0.12
O -1.339 -0.039 -0.568  -0.53
C -2.118 -0.013 0.636  -0.36
C -1.337 1.009 1.497  -0.29
O -0.074 1.173 0.894  -0.38
H 1.232 1.311 -1.998  0.29
H 0.146 2.442 -0.951  0.33
H 2.277 -3.804 -0.548  0.27
H 4.163 -1.896 -0.120  0.36
H -2.162 -1.077 1.064  0.24
H -3.183 0.364 0.451  0.24
H -1.796 2.070 1.557  0.26
H -1.045 0.496 2.434  0.24

As for the energy above the lowest of the compared OMol25 structures with the same formula, charge and spin: 0.0 kJ/mol. As for the multiplicity: 1. The orbital gap is 9.538 eV. For the total energy, the calculation gives -96113.534 eV. Its SMILES is FCC1(c2sccc2Br)OCCO1. The maximum force comes out at 5.96 eV/Å. The molecular weight is 267.1 u.

Molecular formula: C8H8BrN
Method: DFT, ωB97M-V with the def2-TZVPD basis set

Last column: Mulliken charge in e.
Atoms and positions in Å:
C 1.800 -1.184 -1.625  -1.25
C 1.262 -0.233 -0.692  0.09
C 1.287 -0.567 0.598  -0.39
C 0.698 0.137 1.713  -0.25
C -0.345 0.989 1.784  -0.62
C -1.331 1.232 0.739  -0.20
C -2.183 0.405 0.105  0.28
Br -2.358 -1.420 0.573  -0.07
C -3.013 0.974 -0.861  0.19
N -3.496 1.303 -1.834  -0.40
H 2.007 -0.620 -2.483  0.44
H 0.991 -1.963 -1.820  0.21
H 2.811 -1.648 -1.364  0.31
H 0.793 0.604 -1.148  0.39
H 1.585 -1.576 0.728  0.33
H 1.286 -0.055 2.677  0.25
H -0.682 1.394 2.704  0.38
H -1.110 2.228 0.207  0.30

As for the energy above the lowest of the compared OMol25 structures with the same formula, charge and spin: 51.2 kJ/mol. As for the multiplicity: 1. The orbital gap is 9.056 eV. For the total energy, the calculation gives -79954.986 eV. Its SMILES is C/C=C/C=C\C=C(/Br)C#N. The maximum force comes out at 2.95 eV/Å. The molecular weight is 198.1 u.

Molecular formula: C8H8ClIOS
Method: DFT, ωB97M-V with the def2-TZVPD basis set

Last column: Mulliken charge in e.
Atoms and positions in Å:
C -1.133 -0.507 0.859  -0.38
C -0.300 0.379 -1.176  -0.65
C 0.073 -1.169 1.097  -0.67
C 0.846 -0.300 -0.988  -0.36
C -1.338 0.244 -0.245  0.72
C 1.062 -1.052 0.122  0.58
C -3.369 1.412 0.498  -0.77
C 3.801 -1.190 -0.338  0.22
O -2.503 0.900 -0.489  -0.41
S 2.550 -1.958 0.431  -0.03
Cl 5.489 -1.540 0.035  -0.07
I 3.065 2.421 -0.486  -0.57
H -2.024 -0.617 1.563  0.15
H -0.481 0.871 -2.111  0.44
H 0.079 -2.024 1.676  0.38
H 1.513 -0.319 -1.819  0.54
H -3.820 0.578 1.042  0.34
H -4.268 1.846 -0.029  0.25
H -2.937 2.172 1.237  0.30
H 3.696 -0.148 -0.880  -0.02

As for the energy above the lowest of the compared OMol25 structures with the same formula, charge and spin: 79.4 kJ/mol. As for the multiplicity: 1. The orbital gap (alpha / beta) is 4.883 / 4.837 eV. For the total energy, the calculation gives -41928.229 eV. The maximum force comes out at 3.36 eV/Å. The molecular weight is 314.6 u.

Molecular formula: C8H8ClNO
Method: DFT, ωB97M-V with the def2-TZVPD basis set

Last column: Mulliken charge in e.
Atoms and positions in Å:
C 1.986 -1.079 0.905  0.11
C 0.227 2.051 -0.069  -0.39
C 0.412 1.452 1.100  0.06
C -0.027 1.328 -1.305  0.46
C 0.376 -0.175 -1.347  -0.95
C 0.620 -1.062 1.033  -0.35
C -0.254 -1.052 -0.267  0.18
C -1.707 -0.708 0.167  -1.27
N 3.065 -1.514 1.008  -0.49
O -0.605 1.826 -2.237  -0.56
Cl 0.395 2.074 2.580  -0.15
H 0.192 3.124 -0.235  0.41
H -0.029 -0.568 -2.230  0.44
H 1.447 -0.474 -1.199  0.44
H 0.154 -1.295 1.981  0.48
H -0.193 -1.978 -0.791  0.57
H -2.218 -1.580 0.884  0.32
H -2.270 -0.570 -0.751  0.39
H -1.571 0.200 0.771  0.33

As for the energy above the lowest of the compared OMol25 structures with the same formula, charge and spin: 508.6 kJ/mol. As for the multiplicity: 1. The orbital gap (alpha / beta) is 8.241 / 7.840 eV. For the total energy, the calculation gives -24480.548 eV. The maximum force comes out at 4.36 eV/Å. The molecular weight is 169.6 u.

Question: Which of these has the lowest molecular weight?
Answer: C8H8

Question: Number 4 is which compound?
Answer: C8H8AlF12O13S4

Please write out number 1 again, unchanged.
Molecular formula: C8H8
Method: DFT, ωB97M-V with the def2-TZVPD basis set

Last column: Mulliken charge in e.
Atoms and positions in Å:
C -1.979 0.631 0.139  0.01
C -1.966 -0.791 0.064  -0.51
C -0.742 -1.500 -0.127  -0.35
C 0.347 -0.853 0.008  0.05
C 0.201 0.543 -0.168  0.56
C -0.853 1.429 -0.050  -0.72
C 1.669 0.865 -0.107  -0.41
C 1.933 -0.700 0.164  -0.73
H -3.071 1.122 0.273  0.20
H -2.936 -1.295 -0.314  0.24
H -0.581 -2.584 -0.285  0.33
H -0.831 2.562 0.062  0.30
H 1.876 1.524 0.848  0.16
H 2.028 1.545 -0.985  0.30
H 2.429 -1.329 -0.551  0.28
H 2.474 -1.168 1.029  0.28

As for the energy above the lowest of the compared OMol25 structures with the same formula, charge and spin: 286.1 kJ/mol. As for the multiplicity: 1. The orbital gap is 9.623 eV. For the total energy, the calculation gives -8422.055 eV. Its SMILES is c1ccc2c(c1)CC2. The maximum force comes out at 8.02 eV/Å. The molecular weight is 104.2 u.